Molecular formula: C39H50N10PSSr
Method: DFT, wB97M-V/def2-TZVPD

DFT total energy, eV: -77116.1011
Energy relative to the best compared isomer or geometry (same formula, charge and spin), kJ/mol: 8.9
Charge: +1
Maximum force, hartree/bohr: 0.0083
LUMO level, eV: -2.457
HOMO-LUMO gap, eV: 6.66

Last column: Mulliken charge in e.
Positions of all 102 atoms, in Å:
1 Sr 0.25024 0.22082 0.44583  1.921
2 C -5.73882 -0.59716 -0.27053  -0.754
3 N -4.40895 -0.11167 -0.61962  0.404
4 C -4.04231 0.34622 -1.85156  -0.704
5 C -2.72322 0.68471 -1.75754  -0.693
6 N -2.27867 0.44202 -0.48806  1.131
7 C -3.30928 -0.05324 0.18488  -1.105
8 P -3.37638 -0.67174 1.90055  -0.543
9 C -2.15794 -2.02600 1.82280  -0.600
10 N -0.86461 -1.92037 1.57908  1.029
11 C -0.35019 -3.18477 1.60995  -0.989
12 C -1.35180 -4.07237 1.88219  -0.811
13 N -2.49295 -3.33104 2.02343  0.312
14 C -3.81919 -3.86444 2.30366  -0.798
15 C -2.41198 0.59283 2.79594  -0.650
16 N -1.25026 1.14792 2.48545  1.001
17 C -0.95238 2.01443 3.49658  -0.796
18 C -1.94535 1.98569 4.43461  -0.828
19 N -2.86568 1.08398 3.98498  0.205
20 C -4.10907 0.74973 4.67164  -0.827
21 H -6.36160 -0.56161 -1.15960  0.319
22 H -6.18939 0.02537 0.49987  0.335
23 H -5.69386 -1.62531 0.08280  0.230
24 H -4.73191 0.37656 -2.67726  0.467
25 H -2.06918 1.04863 -2.53449  0.303
26 H 0.69867 -3.37060 1.43483  0.579
27 H -1.35249 -5.14322 1.99002  0.445
28 H -3.74759 -4.94482 2.38865  0.307
29 H -4.50731 -3.62559 1.49495  0.263
30 H -4.20860 -3.46385 3.23712  0.340
31 H -0.04875 2.60184 3.49500  0.543
32 H -2.07227 2.51536 5.36296  0.450
33 H -4.10131 1.22917 5.64590  0.326
34 H -4.19367 -0.32481 4.81180  0.316
35 H -4.96939 1.10617 4.10901  0.317
36 C -0.51399 -4.46358 -2.47959  -1.862
37 C -1.01611 -3.10616 -1.98417  1.970
38 C -2.48764 -3.18838 -1.56276  -1.230
39 C -0.79769 -2.01786 -3.01958  0.910
40 C -1.59658 -1.96732 -4.15599  -0.625
41 C -1.44715 -0.95907 -5.09352  -1.845
42 C -0.49138 0.02410 -4.89355  -0.424
43 C 0.33232 0.00935 -3.77376  0.788
44 C 1.34383 1.12447 -3.57342  1.250
45 C 0.63226 2.47368 -3.43150  -1.388
46 C 2.37502 1.17444 -4.70293  -1.760
47 C 0.19067 -1.03611 -2.84258  -1.498
48 N 0.97592 -1.03218 -1.66350  2.250
49 C 2.09516 -1.68229 -1.55718  -1.060
50 C 2.87692 -1.67346 -0.37936  -0.456
51 C 4.08589 -2.35282 -0.15453  -1.902
52 C 4.47522 -2.03501 1.14018  -0.949
53 C 3.48520 -1.16636 1.64986  -0.782
54 N 2.52927 -0.94354 0.74235  1.227
55 C 3.44392 -0.53263 3.02241  2.811
56 C 3.51107 -1.62627 4.09549  -1.814
57 C 4.64124 0.41369 3.18581  -1.807
58 C 2.14991 0.26363 3.21164  -1.306
59 H -0.64944 -5.22935 -1.71243  0.438
60 H 0.54563 -4.41862 -2.73516  0.352
61 H -1.06079 -4.77506 -3.37217  0.371
62 H -0.44027 -2.83957 -1.09771  -0.608
63 H -3.12737 -3.51101 -2.38668  0.499
64 H -2.83761 -2.21033 -1.22357  0.120
65 H -2.60507 -3.90904 -0.74888  0.361
66 H -2.34843 -2.73184 -4.31511  0.402
67 H -2.06878 -0.94040 -5.97963  0.410
68 H -0.38167 0.81495 -5.62699  0.386
69 H 1.88342 0.92812 -2.64580  -0.181
70 H 0.09551 2.73312 -4.34656  0.381
71 H 1.34899 3.27270 -3.22392  0.465
72 H -0.09304 2.45463 -2.61405  0.116
73 H 1.89837 1.38312 -5.66263  0.306
74 H 2.90434 0.22462 -4.78949  0.394
75 H 3.10861 1.96121 -4.51681  0.479
76 H 2.47372 -2.26817 -2.39951  0.464
77 H 4.59808 -2.99470 -0.85640  0.525
78 H 5.35829 -2.37986 1.65617  0.563
79 H 4.42627 -2.21077 3.99750  0.411
80 H 2.66284 -2.30790 4.00187  0.312
81 H 3.49335 -1.18394 5.09452  0.442
82 H 5.57934 -0.12672 3.05491  0.416
83 H 4.64194 0.86746 4.18026  0.449
84 H 4.60721 1.21166 2.43976  0.276
85 H 1.27400 -0.38406 3.09840  0.067
86 H 2.09106 1.09080 2.49439  -0.192
87 H 2.11790 0.69340 4.21515  0.740
88 N 3.84103 6.99575 -0.25301  -0.347
89 C 2.67794 6.65543 -0.83221  -0.157
90 S 1.87768 7.61212 -1.89921  -0.297
91 C 2.15904 5.30689 -0.46274  0.656
92 C 3.01945 4.22052 -0.33698  -0.877
93 C 2.48936 2.97626 -0.04021  -0.546
94 N 1.18373 2.77284 0.13744  0.732
95 C 0.35811 3.82056 0.01162  -0.887
96 C 0.79759 5.09479 -0.27941  -0.758
97 H 4.22472 7.90585 -0.44841  0.226
98 H 4.21053 6.47315 0.52320  0.216
99 H 4.08192 4.33538 -0.50401  0.480
100 H 3.13147 2.10479 0.04890  0.477
101 H -0.69808 3.61626 0.15109  0.523
102 H 0.10330 5.91579 -0.39118  0.450